No. 1
# C30H70N8O11

A 9-piece molecular cluster, C30H70N8O11 overall in a non-equilibrium geometry (wB97M-V/def2-TZVPD, the OMol25 dataset).

The geometry in XYZ format:
```
119
Properties=species:S:1:pos:R:3:lowdin_charge:R:1
C -2.85 -0.74 3.57 -0.0995
O -3.77 -1.53 2.83 -0.1780
C -4.13 -2.71 3.51 -0.2073
C -5.20 -3.56 2.77 -0.1791
O -6.50 -2.99 2.49 -0.1174
C -6.37 -1.83 1.63 -0.1752
C -5.79 -1.99 0.21 -0.1913
O -6.79 -2.50 -0.68 -0.1716
C -6.54 -2.23 -2.10 -0.0696
H -2.53 0.13 3.00 0.0469
H -1.92 -1.26 3.82 0.0915
H -3.28 -0.25 4.44 0.0872
H -4.62 -2.55 4.47 0.1177
H -3.37 -3.40 3.87 0.1256
H -5.53 -4.28 3.52 0.1224
H -4.72 -4.13 1.98 0.1169
H -5.88 -1.03 2.19 0.1044
H -7.36 -1.36 1.58 0.1236
H -4.92 -2.63 0.33 0.1211
H -5.45 -0.97 0.03 0.0925
H -7.00 -1.29 -2.39 0.0817
H -6.76 -3.07 -2.76 0.0835
H -5.48 -2.01 -2.22 0.0662
C -3.41 3.06 3.43 -0.0634
N -2.18 3.81 3.67 -0.1752
C -1.07 2.93 3.64 -0.0798
C -1.92 5.15 3.85 -0.2854
O -0.83 5.78 3.88 -0.0164
H -4.34 3.57 3.22 0.0912
H -3.71 2.42 4.26 0.0839
H -3.25 2.32 2.64 0.0566
H -1.05 2.51 4.64 0.1053
H -1.08 2.01 3.04 0.0709
H -0.16 3.49 3.45 0.0638
H -2.91 5.61 3.96 0.1289
C 7.73 -0.71 -0.80 -0.0114
N 6.36 -1.36 -1.01 -0.1715
C 5.26 -0.84 -0.23 -0.0650
C 6.19 -2.33 -1.89 -0.4000
O 5.18 -2.99 -2.00 0.0175
H 7.62 0.13 -0.11 0.0767
H 8.03 -0.22 -1.72 0.0796
H 8.53 -1.33 -0.37 0.0857
H 5.49 -1.22 0.77 0.0914
H 5.32 0.24 -0.07 0.0753
H 4.24 -1.07 -0.52 0.0738
H 7.10 -2.54 -2.48 0.1391
C 3.02 -2.04 3.12 0.0218
N 2.84 -3.24 4.08 -0.1835
C 1.55 -3.64 4.17 -0.1225
C 3.85 -3.82 4.69 -0.3661
O 4.98 -3.49 4.41 0.0038
H 4.01 -1.83 2.74 0.0657
H 2.69 -1.11 3.59 0.0886
H 2.44 -2.35 2.25 0.0717
H 1.03 -3.10 4.95 0.0935
H 0.91 -3.62 3.29 0.0773
H 1.57 -4.70 4.45 0.0954
H 3.60 -4.53 5.49 0.1424
C -1.86 -1.24 -5.87 -0.0677
N -0.91 -1.96 -5.09 -0.2161
C 0.46 -1.94 -5.50 -0.0494
C -1.22 -2.47 -3.87 -0.2936
O -0.43 -2.90 -3.01 -0.0284
H -1.58 -0.22 -5.63 0.0871
H -2.92 -1.36 -5.68 0.0937
H -1.65 -1.48 -6.91 0.0919
H 0.69 -2.60 -6.34 0.0974
H 0.65 -0.98 -5.97 0.0810
H 1.10 -2.06 -4.63 0.0861
H -2.31 -2.30 -3.78 0.1274
C -2.26 2.84 -0.47 -0.0810
N -2.88 1.84 -1.32 -0.1803
C -3.66 0.99 -0.43 -0.0502
C -2.62 1.59 -2.66 -0.2829
O -3.10 0.58 -3.16 -0.0082
H -1.99 3.68 -1.11 0.0834
H -1.47 2.39 0.12 0.0776
H -2.91 3.39 0.21 0.0803
H -2.99 0.48 0.27 0.0925
H -4.37 1.63 0.09 0.0958
H -4.10 0.18 -1.01 0.0664
H -1.93 2.33 -3.10 0.1350
C 1.31 -0.50 -1.10 -0.0545
N 0.68 -1.05 0.12 -0.1556
C 0.67 -0.10 1.13 -0.1106
C 0.21 -2.38 0.20 -0.2603
O -0.28 -2.91 1.20 -0.0058
H 1.30 -1.11 -2.00 0.0776
H 2.35 -0.22 -0.94 0.0558
H 0.85 0.38 -1.54 0.0772
H 0.42 0.90 0.81 0.0639
H -0.10 -0.40 1.84 0.0862
H 1.56 -0.09 1.76 0.0768
H 0.26 -2.94 -0.74 0.1196
C 1.84 4.20 -0.82 -0.0394
N 1.79 4.14 0.66 -0.1771
C 1.09 5.23 1.21 -0.0669
C 1.99 2.93 1.23 -0.3146
O 1.62 2.53 2.35 -0.0121
H 2.44 3.48 -1.38 0.0578
H 1.99 5.20 -1.24 0.0918
H 0.85 3.91 -1.16 0.0737
H 1.50 6.19 0.89 0.1003
H 0.01 5.21 1.06 0.0936
H 1.24 5.14 2.29 0.0887
H 2.54 2.27 0.55 0.1260
C 4.76 1.67 -2.81 -0.0444
N 4.22 1.22 -4.09 -0.1688
C 3.40 2.19 -4.79 -0.0588
C 4.22 -0.07 -4.48 -0.2991
O 3.66 -0.49 -5.51 -0.0019
H 5.37 2.56 -2.87 0.0932
H 5.35 0.92 -2.28 0.0619
H 3.94 2.00 -2.16 0.0599
H 2.70 2.85 -4.29 0.0832
H 3.95 2.80 -5.51 0.0900
H 2.81 1.71 -5.57 0.0791
H 4.82 -0.56 -3.70 0.1241
```

## Properties
* SMILES: COCCOCCOC.CN(C)C=O.CN(C)C=O.CN(C)C=O.CN(C)C=O.CN(C)C=O.CN(C)C=O.CN(C)C=O.CN(C)C=O
* orbital gap: 0.326 hartree
* relative energy (zero: lowest compared OMol25 entry of this formula, charge and spin): 224.00 kJ/mol
* lowest unoccupied orbital energy: -0.023 eV
* energy: -2450.516105 Ha
* HOMO: -8.884 eV

***

No. 2
# C30H71BN7O9Si

A 8-piece molecular cluster, C30H71BN7O9Si overall in a non-equilibrium geometry (wB97M-V/def2-TZVPD, the OMol25 dataset).

The geometry in XYZ format:
```
119
Properties=species:S:1:pos:R:3:lowdin_charge:R:1
C 7.57 -2.29 -1.69 -0.1042
C 6.90 -0.88 -1.07 -0.2267
O 5.46 -0.84 -1.39 -0.1382
C 4.83 0.39 -0.80 -0.2529
O 4.33 0.31 0.44 -0.0223
C 4.78 1.85 -1.55 -0.1125
C 3.51 2.07 -2.56 -0.2367
C 2.36 0.90 -2.51 -0.3009
B 1.30 1.17 -1.25 -0.6410
Si 0.09 -0.35 -1.03 0.4728
C 0.83 -1.45 0.41 -0.2460
C -1.68 0.14 -0.47 -0.2589
C -0.08 -1.40 -2.66 -0.2381
H 6.68 -3.07 -1.86 0.0872
H 8.40 -2.74 -0.96 0.0521
H 8.03 -2.01 -2.72 0.0724
H 7.12 -0.88 0.10 0.1137
H 7.46 0.01 -1.60 0.1216
H 4.77 2.67 -0.70 0.1232
H 5.76 1.98 -2.21 0.1098
H 3.86 2.22 -3.67 0.0881
H 2.98 3.08 -2.22 0.1111
H 1.70 1.05 -3.50 0.0849
H 2.76 -0.20 -2.57 0.0887
H 1.88 1.46 -0.26 0.0004
H 0.67 2.13 -1.59 -0.0004
H 2.00 -1.27 0.48 0.0341
H 0.54 -2.56 0.19 0.0162
H 0.31 -1.06 1.40 0.0179
H -1.72 0.60 0.62 0.0301
H -2.24 0.85 -1.24 0.0326
H -2.35 -0.85 -0.42 0.0391
H 0.26 -0.78 -3.60 0.0294
H -1.22 -1.65 -2.83 0.0089
H 0.56 -2.37 -2.53 0.0272
C -3.53 0.42 3.28 -0.3263
O -3.55 0.76 2.10 -0.0043
N -3.19 -0.83 3.74 -0.2018
C -3.19 -1.16 5.15 -0.0720
C -2.81 -1.85 2.79 -0.0402
H -3.80 1.12 4.09 0.1208
H -2.18 -1.46 5.45 0.0568
H -3.89 -1.98 5.32 0.0883
H -3.49 -0.30 5.76 0.0804
H -1.94 -1.51 2.22 0.0735
H -3.64 -2.02 2.10 0.0934
H -2.56 -2.79 3.30 0.0888
C 10.57 -1.12 0.36 -0.2987
O 9.93 -2.02 -0.18 -0.0296
N 10.35 -0.64 1.63 -0.1972
C 11.14 0.43 2.20 -0.0715
C 9.29 -1.23 2.43 -0.0467
H 11.39 -0.61 -0.16 0.1290
H 11.63 0.06 3.11 0.0858
H 10.48 1.26 2.46 0.0891
H 11.90 0.77 1.49 0.0800
H 9.48 -2.30 2.55 0.0670
H 8.34 -1.10 1.91 0.0816
H 9.23 -0.75 3.41 0.0957
C -4.24 -0.30 -3.94 -0.3144
O -3.17 -0.83 -3.64 -0.0035
N -4.39 0.97 -4.44 -0.2003
C -5.69 1.52 -4.77 -0.0783
C -3.21 1.79 -4.66 -0.0436
H -5.19 -0.84 -3.81 0.1252
H -5.71 1.77 -5.83 0.0724
H -5.85 2.42 -4.17 0.0874
H -6.48 0.80 -4.56 0.0665
H -2.55 1.27 -5.36 0.0932
H -2.69 1.92 -3.70 0.0914
H -3.49 2.76 -5.06 0.0831
C -0.43 -1.39 7.56 -0.3091
O -1.06 -2.29 7.02 -0.0077
N -0.65 -0.91 8.83 -0.2091
C 0.15 0.16 9.40 -0.0678
C -1.71 -1.49 9.63 -0.0525
H 0.40 -0.88 7.04 0.1392
H 0.64 -0.21 10.30 0.0866
H -0.51 0.99 9.65 0.0877
H 0.90 0.50 8.69 0.0871
H -1.51 -2.56 9.75 0.0922
H -2.66 -1.37 9.10 0.0912
H -1.76 -1.01 10.61 0.0855
C -8.92 1.97 -6.78 -0.3043
O -7.78 2.29 -6.47 -0.0161
N -9.89 1.53 -5.90 -0.1972
C -11.22 1.17 -6.35 -0.0708
C -9.58 1.44 -4.49 -0.0342
H -9.26 2.00 -7.82 0.1281
H -11.95 1.81 -5.85 0.0873
H -11.41 0.12 -6.09 0.0879
H -11.32 1.29 -7.43 0.0809
H -9.28 2.42 -4.13 0.0486
H -8.74 0.75 -4.36 0.0878
H -10.45 1.08 -3.93 0.0944
C 7.53 -4.40 2.96 -0.2874
O 8.26 -3.58 3.50 -0.0159
N 7.63 -5.77 3.11 -0.2075
C 6.72 -6.68 2.44 -0.0645
C 8.66 -6.32 3.97 -0.0557
H 6.71 -4.10 2.29 0.1434
H 6.19 -7.27 3.19 0.0872
H 7.30 -7.35 1.80 0.0877
H 5.99 -6.14 1.83 0.0903
H 8.53 -5.92 4.98 0.0903
H 9.64 -6.00 3.59 0.0915
H 8.61 -7.41 3.99 0.0849
C -8.15 4.61 -3.73 -0.3032
O -8.59 3.76 -2.97 -0.0068
N -7.97 5.94 -3.41 -0.2037
C -7.45 6.89 -4.37 -0.0638
C -8.30 6.40 -2.08 -0.0507
H -7.87 4.37 -4.76 0.1260
H -6.52 7.32 -3.98 0.0906
H -8.18 7.68 -4.52 0.0861
H -7.24 6.41 -5.33 0.0877
H -7.70 5.85 -1.35 0.0968
H -9.36 6.21 -1.89 0.0906
H -8.10 7.47 -1.98 0.0864
```

## Properties
* orbital gap: 0.184 hartree
* lowest unoccupied orbital energy: 1.914 eV
* energy: -2560.289890 Ha
* charge: -1
* HOMO: -3.095 eV

***

No. 3
# C30H71N

A 5-piece molecular cluster, C30H71N overall in a non-equilibrium geometry (wB97M-V/def2-TZVPD, the OMol25 dataset).

The geometry in XYZ format:
```
102
Properties=species:S:1:pos:R:3:lowdin_charge:R:1
C -0.89 -3.57 -0.90 -0.1032
C -1.01 -3.21 0.58 -0.2168
N -1.95 -1.99 0.73 -0.1606
C -2.69 -1.91 2.05 -0.1529
C -1.73 -1.87 3.31 -0.0502
C -1.38 -0.75 0.26 -0.2942
C -2.42 0.01 -0.47 -0.1089
H -1.89 -3.76 -1.51 0.0996
H -0.37 -4.54 -1.12 0.0760
H -0.43 -2.76 -1.58 0.0574
H -0.12 -3.00 1.17 0.1025
H -1.22 -4.07 1.10 0.0740
H -3.40 -2.75 2.09 0.1154
H -3.32 -1.13 2.26 0.0742
H -1.21 -2.80 3.43 0.0760
H -2.26 -1.65 4.11 0.0270
H -1.02 -1.24 3.42 -0.0249
H -0.29 -0.68 -0.47 0.1693
H -0.97 -0.04 1.14 0.1225
H -3.43 -0.08 -0.20 0.0652
H -2.34 -0.43 -1.54 0.0919
H -2.37 0.98 -0.76 0.0086
C -0.12 -1.32 7.23 -0.0816
C 0.84 -0.91 6.03 -0.2341
C 2.20 -1.60 6.15 -0.2164
C 2.94 -1.54 4.76 -0.1685
C 4.52 -1.63 4.95 -0.1676
C 5.33 -1.38 3.52 -0.0648
H 0.43 -1.28 8.15 0.0560
H -0.59 -2.34 7.38 0.0920
H -0.95 -0.77 7.36 0.0062
H 0.98 0.10 6.09 0.0695
H 0.44 -0.89 5.05 0.0675
H 1.94 -2.62 6.40 0.1016
H 2.87 -1.05 6.89 0.1314
H 2.77 -0.42 4.57 0.1088
H 2.35 -2.02 4.07 0.0685
H 4.67 -2.48 5.30 -0.0021
H 5.00 -1.01 5.71 0.1015
H 6.41 -1.55 3.76 0.0722
H 5.06 -0.33 3.13 0.0801
H 5.10 -1.98 2.73 -0.0009
C -3.06 -4.40 -4.64 -0.1208
C -2.75 -2.96 -4.31 -0.2117
C -1.88 -2.16 -5.42 -0.1334
C -1.53 -0.68 -4.96 -0.2238
C -0.55 -0.59 -3.88 -0.3178
C -0.21 0.80 -3.54 -0.1248
H -3.44 -4.32 -5.66 0.0771
H -3.66 -5.00 -4.15 0.0105
H -2.14 -5.01 -4.59 0.0860
H -2.31 -2.84 -3.49 -0.0285
H -3.87 -2.51 -4.55 0.1650
H -2.39 -2.06 -6.30 0.0633
H -0.97 -2.78 -5.50 0.1100
H -2.42 -0.17 -4.83 0.1019
H -1.18 -0.25 -5.77 0.0597
H 0.49 -1.24 -4.07 0.1719
H -1.03 -1.18 -3.04 0.0763
H 0.50 1.00 -2.57 0.1264
H -1.16 1.19 -3.45 0.0305
H 0.41 1.21 -4.28 0.0534
C 3.53 -1.63 -1.55 -0.1309
C 2.67 -0.68 -0.84 -0.2993
C 3.24 -0.39 0.51 -0.2076
C 2.27 0.42 1.39 -0.2473
C 2.18 1.82 1.08 -0.3033
C 1.34 2.63 2.07 -0.0629
H 4.49 -1.19 -1.79 0.0832
H 3.10 -2.09 -2.43 0.0678
H 3.71 -2.56 -1.03 0.0754
H 1.81 -1.18 -0.62 0.0627
H 2.66 0.29 -1.39 0.1253
H 4.32 0.32 0.46 0.1928
H 3.48 -1.25 1.02 0.0589
H 2.66 0.52 2.31 0.0482
H 1.32 -0.19 1.45 0.1279
H 1.90 2.06 0.11 0.0723
H 3.14 2.34 0.97 0.1242
H 0.41 2.23 1.96 0.0231
H 1.22 3.67 1.98 0.0607
H 1.79 2.23 2.98 0.0806
C -2.27 4.18 0.82 -0.0774
C -1.42 4.73 -0.33 -0.2488
C -2.00 4.47 -1.73 -0.2391
C -1.37 5.28 -2.83 -0.2294
C -1.89 4.70 -4.26 -0.2118
C -1.00 5.16 -5.45 -0.1006
H -2.64 3.14 0.54 0.0826
H -3.11 4.67 0.89 -0.0077
H -1.55 4.14 1.81 0.1272
H -0.59 4.33 -0.42 0.0130
H -1.48 5.74 -0.20 0.0853
H -3.09 4.93 -1.61 0.1502
H -2.04 3.44 -2.16 0.0992
H -0.23 5.19 -2.77 0.1340
H -1.64 6.30 -2.77 0.0827
H -2.92 5.00 -4.36 0.0890
H -1.77 3.55 -4.05 0.1073
H -1.59 5.07 -6.30 0.0405
H -0.08 4.64 -5.30 0.0631
H -0.85 6.20 -5.48 0.0510
```

## Properties
* SMILES: CCN(CC)CC.CCCCCC.CCCCCC.CCCCCC.CCCCCC
* orbital gap: 0.332 hartree
* relative energy (zero: lowest compared OMol25 entry of this formula, charge and spin): 157.72 kJ/mol
* lowest unoccupied orbital energy: 0.837 eV
* energy: -1239.872517 Ha
* HOMO: -8.184 eV